Density functional theory data (ωB97M-V/def2-TZVPD) for 5 unconnected molecules or ions with the total composition C42H85Br2Cl3F7N5O11S at a distorted geometry.

Results
SMILES	COCCCCCCC[C@@H](Br)O[C@H](C[C@@H](C)Br)[C@@H](C[C@H](O)CN)O[C@](CC(=O)Cl)([C@@H](Cl)[C@@H](C)Cl)S(=O)(=O)C(F)(F)C(F)(F)C(F)(F)F.COC[C@@H](C)N.COC[C@@H](C)N.COC[C@@H](C)N.COC[C@@H](C)N
charge	0
LUMO energy	-0.915	eV
HOMO level	-8.841	eV
gap between HOMO and LUMO	7.926	eV
spin multiplicity	1

CARTESIAN COORDINATES (ANGSTROEM)
C 6.989 -0.633 3.439
O 7.635 -0.112 2.206
C 7.868 1.351 2.350
C 6.754 2.079 1.346
C 7.315 1.850 -0.193
C 6.192 2.586 -1.190
C 4.823 1.682 -1.076
C 4.045 1.804 -2.514
C 3.708 0.351 -3.216
C 2.121 0.359 -3.600
Br 1.652 -0.907 -5.134
O 1.163 0.238 -2.523
C 1.551 -0.605 -1.398
C 1.954 -2.148 -1.755
C 2.719 -2.996 -0.588
C 3.716 -2.130 0.386
Br 1.471 -4.237 0.448
C 0.244 -0.569 -0.343
C 0.685 -0.095 1.182
C 0.727 -1.294 2.291
O -0.433 -2.192 2.311
C 0.729 -0.533 3.782
N -0.667 -0.169 4.244
O -0.661 0.438 -0.853
C -2.077 0.106 -0.869
C -2.647 0.270 0.653
C -4.264 0.276 0.837
O -5.178 -0.392 0.135
Cl -4.936 1.321 2.262
C -2.523 -1.242 -1.665
Cl -1.418 -1.666 -3.140
C -2.715 -2.593 -0.747
C -4.233 -3.274 -0.924
Cl -1.552 -3.896 -1.474
S -2.830 1.563 -1.858
O -4.333 1.419 -2.149
O -2.109 1.526 -3.262
C -2.545 3.230 -1.057
F -3.341 3.442 0.210
F -3.103 4.254 -2.018
C -0.975 3.642 -0.829
F -0.040 3.175 -1.878
F -0.439 3.105 0.477
C -0.736 5.294 -0.721
F -0.375 5.875 -2.047
F 0.509 5.434 0.123
F -1.835 5.998 -0.021
H 6.319 -1.567 3.172
H 7.880 -0.899 4.178
H 6.261 0.151 3.949
H 7.747 1.733 3.453
H 8.914 1.579 1.878
H 5.732 1.506 1.557
H 6.582 3.206 1.619
H 8.370 2.339 -0.366
H 7.307 0.697 -0.502
H 5.940 3.678 -0.824
H 6.653 2.645 -2.265
H 4.140 2.153 -0.236
H 5.045 0.563 -0.799
H 3.042 2.439 -2.396
H 4.718 2.431 -3.275
H 4.306 0.347 -4.249
H 4.086 -0.581 -2.621
H 1.929 1.434 -4.090
H 2.394 -0.002 -0.805
H 2.648 -2.231 -2.724
H 0.969 -2.720 -2.022
H 3.436 -3.764 -1.158
H 4.258 -2.831 1.182
H 3.236 -1.182 0.875
H 4.598 -1.735 -0.315
H -0.137 -1.669 -0.296
H 1.745 0.437 1.220
H -0.072 0.725 1.607
H 1.690 -1.957 2.288
H -0.127 -3.099 2.650
H 1.416 0.435 3.696
H 1.197 -1.270 4.567
H -1.189 0.403 3.529
H -1.220 -1.014 4.516
H -2.211 -0.553 1.361
H -2.218 1.307 1.062
H -3.592 -1.066 -2.170
H -2.388 -2.486 0.369
H -4.133 -4.448 -1.103
H -4.851 -3.111 0.056
H -4.784 -2.871 -1.903
C 1.600 9.812 -3.035
O 0.730 10.855 -3.449
C -0.654 10.493 -3.479
C -1.351 10.512 -2.098
C -0.995 9.316 -1.215
N -1.056 11.749 -1.365
H 1.260 8.830 -3.377
H 1.705 9.825 -1.949
H 2.588 10.004 -3.461
H -1.141 11.247 -4.110
H -0.791 9.531 -3.987
H -2.431 10.468 -2.277
H -0.009 9.408 -0.753
H -1.719 9.220 -0.398
H -1.018 8.383 -1.789
H -1.397 12.542 -1.909
H -0.039 11.873 -1.368
C -9.342 -3.011 -2.955
O -8.136 -2.277 -3.098
C -8.319 -0.904 -3.457
C -8.697 0.021 -2.277
C -10.152 -0.118 -1.829
N -7.821 -0.199 -1.120
H -10.109 -2.691 -3.667
H -9.710 -2.926 -1.930
H -9.122 -4.067 -3.135
H -7.349 -0.571 -3.847
H -9.031 -0.813 -4.286
H -8.564 1.055 -2.617
H -10.326 -1.012 -1.224
H -10.443 0.741 -1.215
H -10.827 -0.152 -2.692
H -6.858 0.004 -1.394
H -7.810 -1.206 -0.930
C -4.262 -7.351 -0.927
O -3.382 -6.827 -1.909
C -2.657 -7.818 -2.643
C -3.463 -8.491 -3.779
C -4.483 -9.516 -3.285
N -4.153 -7.497 -4.609
H -3.862 -8.253 -0.453
H -5.238 -7.551 -1.371
H -4.405 -6.589 -0.156
H -1.813 -7.286 -3.100
H -2.221 -8.561 -1.964
H -2.748 -9.030 -4.412
H -5.385 -9.054 -2.877
H -4.803 -10.160 -4.111
H -4.048 -10.160 -2.512
H -3.456 -6.879 -5.029
H -4.674 -6.879 -3.979
C 7.651 -2.673 7.230
O 6.781 -1.630 6.817
C 5.397 -1.992 6.787
C 4.700 -1.973 8.168
C 5.056 -3.169 9.051
N 4.995 -0.737 8.901
H 7.311 -3.655 6.889
H 7.756 -2.660 8.317
H 8.639 -2.481 6.805
H 4.910 -1.238 6.156
H 5.260 -2.954 6.279
H 3.620 -2.017 7.989
H 6.042 -3.077 9.513
H 4.332 -3.265 9.868
H 5.033 -4.102 8.476
H 4.654 0.057 8.357
H 6.012 -0.612 8.898

Atom charges from the Mulliken analysis, given in e for atoms 1 to 2:
1 C -0.51
2 O -0.39